{"formula": "ClI2PS", "method": "the ωB97M-V functional and the def2-TZVPD basis", "e_above_lowest_kj_mol": 220.94, "orbital_gap_ev": [6.57, 6.54], "charge": 0, "species": ["P", "S", "Cl", "I", "I"], "xyz": [[-0.879058, -0.033177, -0.161625], [2.131197, -0.039711, -1.343261], [-0.302073, 0.393059, 1.691868], [-3.027719, 0.982115, -0.279088], [-1.305494, -2.346004, -0.009234]], "atomic_forces_ev_per_a": [[1.0, 0.4, -1.2], [-0.3, 0.0, 0.1], [0.3, 0.3, 1.2], [-0.7, 0.3, 0.0], [-0.3, -1.0, 0.0]], "mulliken_charge": [0.061, -0.039, -0.114, 0.011, 0.081]}


{"formula": "ClInO4P", "method": "the ωB97M-V functional and the def2-TZVPD basis", "orbital_gap_ev": 3.78, "charge": -1, "species": ["In", "Cl", "P", "O", "O", "O", "O"], "xyz": [[12.693147, 15.889493, -1.387769], [12.088954, 14.598082, -3.604023], [14.496091, 12.817478, -3.502415], [13.949316, 11.816868, -4.522556], [15.244521, 11.666217, -2.715587], [15.355305, 11.626261, -4.268612], [13.615716, 11.709992, -3.005970]], "atomic_forces_ev_per_a": [[-0.2, -1.0, -1.3], [-0.4, 1.3, 1.1], [2.2, 7.1, 3.9], [-3.5, -2.9, -13.6], [11.1, -0.9, 8.4], [6.9, -2.1, -7.6], [-16.1, -1.5, 9.2]], "mulliken_charge": [0.449, -0.573, 0.246, -0.116, -0.379, -0.220, -0.407]}


{"formula": "ClMg", "method": "the ωB97M-V functional and the def2-TZVPD basis", "e_above_lowest_kj_mol": 483.34, "orbital_gap_ev": 3.69, "charge": 1, "species": ["Mg", "Cl"], "xyz": [[1.130867, 0.311135, 1.897872], [-1.130867, -0.311135, -1.897872]], "atomic_forces_ev_per_a": [[-0.5, -0.1, -0.8], [0.5, 0.1, 0.8]], "mulliken_charge": [1.131, -0.131]}


{"formula": "ClN2O5S", "method": "the ωB97M-V functional and the def2-TZVPD basis", "e_above_lowest_kj_mol": 31.83, "orbital_gap_ev": 9.55, "smiles": "O=[N+]([O-])N(Cl)S(=O)(=O)[O-]", "charge": -1, "species": ["N", "N", "O", "O", "O", "O", "O", "S", "Cl"], "xyz": [[-0.001383, 0.349442, 0.755335], [0.567506, -0.840844, 0.589694], [1.530259, -0.831664, -0.109134], [-1.015769, -0.329537, -1.323458], [0.142557, -1.807163, 1.170314], [-1.405865, 1.912038, -0.411392], [0.811833, 1.282529, -1.362782], [-0.480619, 0.919616, -0.815402], [-1.208230, 0.196173, 1.875589]], "atomic_forces_ev_per_a": [[0.0, 1.4, 1.6], [1.6, -2.2, 0.5], [1.7, -0.5, -1.0], [-0.5, 0.7, -0.6], [-0.3, -1.1, 0.4], [-0.8, 1.4, -0.3], [-1.4, 0.8, -0.1], [1.3, -1.2, -1.7], [-1.7, 0.8, 1.2]], "mulliken_charge": [-0.106, 1.053, -0.583, -0.621, -0.677, -0.614, -0.588, 1.195, -0.060]}


{"formula": "ClNO", "method": "the ωB97M-V functional and the def2-TZVPD basis", "e_above_lowest_kj_mol": 12.31, "orbital_gap_ev": 9.60, "smiles": "O=NCl", "charge": 0, "species": ["O", "Cl", "N"], "xyz": [[-0.814857, -0.394933, 0.762906], [0.624392, 0.128135, -1.251368], [0.190466, 0.266799, 0.488462]], "atomic_forces_ev_per_a": [[4.9, 3.3, -1.2], [0.1, 0.0, -0.2], [-5.0, -3.3, 1.4]], "mulliken_charge": [-0.191, -0.074, 0.265]}


{"formula": "ClOS2", "method": "the ωB97M-V functional and the def2-TZVPD basis", "e_above_lowest_kj_mol": 101.25, "orbital_gap_ev": [4.79, 4.79], "charge": -1, "species": ["O", "S", "S", "Cl"], "xyz": [[-0.956717, 0.363028, 0.473065], [1.463248, -1.277873, 1.001264], [-0.209189, -0.848448, -0.031414], [0.521612, 1.770745, -2.817416]], "atomic_forces_ev_per_a": [[1.6, -3.0, -1.0], [-2.5, 0.5, -1.6], [1.0, 2.7, 2.4], [0.0, -0.3, 0.2]], "mulliken_charge": [-0.347, -0.211, 0.497, -0.940]}


One value per record, in order, for F_max: 1.64; 18.55; 0.97; 2.81; 6.19; 3.77 eV Å⁻¹.